No. 1
{
  "formula": "C15H11BrClGaIN4O4",
  "method": "ωB97M-V/def2-TZVPD",
  "max_force_ha_per_bohr": 0.026,
  "charge": 1,
  "lumo_energy_ev": -3.7,
  "relative_energy_ev": 0.000,
  "homo_ev": -10.858,
  "homo_lumo_gap_ev": 7.109,
  "symbols": ["Ga", "N", "N", "C", "O", "O", "H", "H", "H", "Cl", "C", "C", "C", "I", "C", "O", "C", "N", "C", "C", "C", "C", "H", "H", "H", "H", "O", "C", "C", "C", "N", "C", "Br", "C", "H", "H", "H", "H"],
  "xyz": [[0.9288, -0.8616, 0.3088], [0.8338, -0.7478, 2.5135], [2.2151, -0.7134, 2.8524], [3.0669, -1.4058, 1.9786], [4.1188, -1.8034, 2.3712], [2.5830, -1.5223, 0.7613], [0.3798, 0.0437, 2.9681], [0.3456, -1.5762, 2.8409], [2.3691, -0.9131, 3.8349], [0.8866, 4.6798, -3.5038], [0.8794, 3.0852, -2.9346], [0.8113, 2.0450, -3.8176], [0.7529, 0.7164, -3.3659], [0.6844, -0.7612, -4.8532], [0.8250, 0.4244, -2.0149], [0.8052, -0.8170, -1.5696], [0.7895, 1.5144, -1.0934], [0.8106, 1.1919, 0.2313], [0.9418, 2.1467, 1.1413], [0.9785, 3.5048, 0.7974], [0.9178, 3.8748, -0.5460], [0.7939, 2.8620, -1.5222], [0.8169, 2.2398, -4.8976], [1.0644, 1.8251, 2.1765], [0.9932, 4.2676, 1.5513], [0.9209, 4.9289, -0.7938], [-4.7181, -3.1864, 0.2725], [-3.5018, -2.6732, 0.3052], [-3.2530, -1.3010, 0.5321], [-1.9358, -0.8975, 0.5789], [-0.9066, -1.7711, 0.4544], [-1.1766, -3.0583, 0.2856], [0.3095, -4.2171, 0.1235], [-2.4400, -3.5668, 0.2104], [-5.4354, -2.5434, 0.3930], [-4.0523, -0.5707, 0.5865], [-1.7337, 0.1822, 0.7181], [-2.6694, -4.6257, 0.1249]]
}


No. 2
{
  "formula": "C15H11N7OS2Zn",
  "method": "ωB97M-V/def2-TZVPD",
  "max_force_ha_per_bohr": 0.188,
  "charge": -2,
  "lumo_energy_ev": 1.9,
  "relative_energy_ev": 11.864,
  "homo_ev": -0.637,
  "homo_lumo_gap_ev": 2.495,
  "symbols": ["Zn", "S", "C", "C", "N", "C", "S", "C", "N", "O", "C", "C", "N", "C", "C", "N", "C", "N", "N", "N", "C", "C", "C", "C", "C", "C", "H", "H", "H", "H", "H", "H", "H", "H", "H", "H", "H"],
  "xyz": [[0.9753, 1.3776, -6.2728], [2.1237, -3.2309, -8.6781], [2.0903, -1.6837, -8.6304], [0.1719, -0.4411, -7.4182], [-0.7367, 0.2671, -7.7637], [2.6318, -0.4786, -8.9143], [3.3650, -0.7210, -10.5104], [3.0966, 0.5644, -8.0947], [3.1542, 1.2301, -7.1945], [0.3762, 2.9582, -5.6689], [0.2644, 2.8463, 1.0880], [0.5439, 2.6963, 2.5584], [1.3173, 3.6988, 3.0790], [1.3186, 3.5391, 4.5105], [0.6426, 2.3729, 4.8117], [0.1728, 1.8668, 3.5021], [-0.8794, 0.8927, 3.4150], [-0.6683, -0.5577, 3.6485], [-0.2025, -0.9999, 4.9402], [-0.6929, -2.3131, 5.0336], [-1.4838, -2.5781, 4.0578], [-1.7860, -3.8603, 3.5936], [-2.3651, -3.9878, 2.1826], [-1.9326, -3.0830, 1.2760], [-1.5659, -1.7282, 1.6273], [-1.3244, -1.4483, 3.0248], [0.6725, 3.8215, 0.5528], [-0.7914, 2.7893, 0.9544], [0.8660, 1.9731, 0.4602], [1.6423, 4.1050, 5.2031], [0.1511, 1.8071, 5.4948], [-1.0719, 1.1189, 2.4649], [-1.6440, 1.3435, 4.2149], [-1.6738, -4.7673, 4.3085], [-2.7961, -4.8876, 2.1663], [-2.1134, -3.4444, 0.2873], [-1.8482, -1.0577, 0.6896]]
}


No. 3
{
  "formula": "C15H12BCl3F3O3S",
  "method": "ωB97M-V/def2-TZVPD",
  "max_force_ha_per_bohr": 0.050,
  "charge": -1,
  "lumo_energy_ev": 0.6,
  "relative_energy_ev": 0.267,
  "homo_ev": -3.661,
  "homo_lumo_gap_ev": 4.308,
  "symbols": ["Cl", "B", "Cl", "Cl", "O", "C", "C", "C", "C", "C", "C", "C", "H", "H", "H", "H", "H", "H", "F", "C", "F", "F", "S", "C", "C", "C", "C", "C", "C", "C", "O", "O", "H", "H", "H", "H", "H", "H"],
  "xyz": [[3.6348, -2.3451, 2.8617], [3.0719, -0.5430, 2.7889], [2.7085, 0.0450, 4.5174], [4.3125, 0.5661, 1.9954], [1.8510, -0.5808, 1.9893], [0.8439, 0.1348, 1.6740], [-0.4539, -0.1584, 2.2210], [-1.4137, 0.8449, 2.5078], [-2.6665, 0.4862, 2.9742], [-3.0053, -0.8585, 3.1446], [-2.0224, -1.8448, 3.0013], [-0.7454, -1.4986, 2.5825], [0.9543, 0.9474, 0.9463], [-1.1354, 1.8886, 2.3694], [-3.4002, 1.2561, 3.2330], [-4.0056, -1.1369, 3.4732], [-2.2506, -2.8830, 3.2460], [0.0433, -2.2448, 2.5106], [4.3122, -1.7966, -2.1969], [2.9913, -1.7768, -1.9892], [2.3753, -2.5880, -2.8793], [2.7403, -2.2181, -0.7374], [2.2862, -0.0306, -2.1608], [0.6506, -0.2580, -1.6514], [-0.4019, 0.5385, -2.1688], [-1.6900, 0.0087, -2.5077], [-2.6696, 0.8320, -3.0490], [-2.4314, 2.2030, -3.2217], [-1.1752, 2.7487, -2.9090], [-0.1746, 1.9362, -2.3832], [2.9648, 0.7541, -1.1423], [2.3531, 0.3264, -3.5603], [0.4683, -1.1006, -1.0131], [-1.8673, -1.0480, -2.3323], [-3.6251, 0.3962, -3.3392], [-3.2185, 2.8333, -3.6316], [-0.9902, 3.8081, -3.0960], [0.7806, 2.3561, -2.0673]]
}


No. 4
{
  "formula": "C15H12BrCl4NO5PSn",
  "method": "ωB97M-V/def2-TZVPD",
  "max_force_ha_per_bohr": 0.015,
  "charge": 1,
  "lumo_energy_ev": -5.1,
  "relative_energy_ev": 0.000,
  "homo_ev": -12.128,
  "homo_lumo_gap_ev": 7.042,
  "symbols": ["Sn", "Br", "C", "C", "C", "C", "C", "N", "C", "O", "O", "H", "H", "H", "Cl", "C", "C", "Cl", "C", "Cl", "C", "O", "C", "O", "C", "Cl", "C", "P", "C", "C", "O", "H", "H", "H", "H", "H", "H", "H", "H", "H"],
  "xyz": [[-1.5291, -0.9277, 0.5294], [-2.2742, 2.6872, 0.4637], [-1.9654, 2.0032, 2.1935], [-2.0434, 2.8262, 3.3008], [-1.7837, 2.2608, 4.5416], [-1.4386, 0.9213, 4.6302], [-1.3962, 0.1786, 3.4671], [-1.6748, 0.7126, 2.2731], [-0.9616, -1.2797, 3.4599], [-0.4727, -1.7516, 4.4556], [-1.1520, -1.8843, 2.3194], [-2.2985, 3.8694, 3.1903], [-1.8424, 2.8720, 5.4325], [-1.1968, 0.4388, 5.5660], [-1.3449, 0.7192, -7.0233], [-1.2077, -0.0469, -5.5146], [-0.9266, -1.5159, -5.5099], [-0.7880, -2.2896, -7.0143], [-0.7797, -2.2136, -4.3703], [-0.4470, -3.8811, -4.3252], [-0.8798, -1.5263, -3.0756], [-0.6984, -2.0683, -2.0153], [-1.2406, -0.0204, -3.0798], [-1.4192, 0.5266, -2.0233], [-1.3517, 0.6568, -4.3790], [-1.6803, 2.3278, -4.3439], [2.5830, 1.2699, 1.1665], [1.9758, -0.2664, 0.4945], [2.6061, -0.4250, -1.1693], [2.6282, -1.6115, 1.4662], [0.4586, -0.2724, 0.5042], [3.6729, 1.2940, 1.1582], [2.2264, 1.3741, 2.1919], [2.1947, 2.0956, 0.5693], [3.6963, -0.3966, -1.1682], [2.2252, 0.3973, -1.7763], [2.2718, -1.3742, -1.5905], [3.7179, -1.5835, 1.4875], [2.2973, -2.5567, 1.0342], [2.2395, -1.5397, 2.4833]]
}


No. 5
{
  "formula": "C15H12Cl2I2N2O3Pt",
  "method": "ωB97M-V/def2-TZVPD",
  "max_force_ha_per_bohr": 0.011,
  "lumo_energy_ev": -0.4,
  "relative_energy_ev": 0.000,
  "homo_ev": -6.894,
  "homo_lumo_gap_ev": 6.521,
  "symbols": ["Pt", "I", "C", "C", "C", "I", "C", "O", "C", "C", "N", "C", "C", "C", "C", "C", "C", "N", "C", "H", "H", "H", "H", "H", "H", "H", "H", "H", "H", "H", "Cl", "C", "Cl", "C", "O", "O", "H"],
  "xyz": [[0.2145, 0.5366, 1.8767], [-1.2848, -0.0407, -5.4907], [-1.3874, -0.5835, -3.4754], [-1.1320, -1.9016, -3.0922], [-1.1865, -2.2511, -1.7641], [-0.8429, -4.2272, -1.1891], [-1.4604, -1.3144, -0.7107], [-1.4889, -1.6238, 0.5096], [-1.7151, 0.0244, -1.1687], [-2.0075, 1.0746, -0.1505], [-0.7824, 1.6905, 0.5173], [0.2354, 2.1380, -0.4707], [1.1024, 0.9633, -0.7999], [1.6532, 0.7039, -2.0412], [2.4078, -0.4437, -2.2048], [2.5871, -1.3025, -1.1293], [2.0065, -0.9873, 0.0805], [1.3029, 0.1387, 0.2388], [-1.7055, 0.3584, -2.5168], [-0.9045, -2.6512, -3.8386], [-2.5149, 1.9136, -0.6351], [-2.6341, 0.6850, 0.6508], [-1.1196, 2.5021, 1.0269], [-0.2331, 2.5484, -1.3667], [0.8367, 2.9113, 0.0110], [1.4501, 1.3659, -2.8714], [2.8262, -0.6829, -3.1733], [3.1361, -2.2268, -1.2281], [2.0709, -1.6342, 0.9438], [-1.9278, 1.3780, -2.8156], [2.0050, -0.0375, 6.3929], [0.3602, 0.1616, 5.7977], [-0.6802, -1.1995, 6.2553], [0.3229, 0.2821, 4.2915], [-0.5631, 1.0174, 3.7631], [1.1136, -0.3455, 3.5406], [-0.0609, 1.0592, 6.2363]]
}


No. 6
{
  "formula": "C15H12Cl4F6NO2RuSb",
  "method": "ωB97M-V/def2-TZVPD",
  "max_force_ha_per_bohr": 0.005,
  "lumo_energy_ev": [-2.9, -3.0],
  "relative_energy_ev": 0.000,
  "homo_ev": [-8.705, -8.654],
  "homo_lumo_gap_ev": [5.777, 5.687],
  "symbols": ["Ru", "Cl", "C", "C", "Cl", "C", "Cl", "C", "O", "C", "O", "C", "Cl", "C", "N", "C", "C", "C", "C", "C", "C", "C", "C", "H", "H", "H", "H", "H", "H", "H", "H", "H", "H", "H", "H", "F", "Sb", "F", "F", "F", "F", "F"],
  "xyz": [[0.0609, -0.5014, -0.6384], [3.2644, 5.3731, -0.5869], [2.9108, 3.6954, -0.5726], [3.9563, 2.7556, -0.3304], [5.5501, 3.3290, -0.0600], [3.7081, 1.4044, -0.3091], [4.9312, 0.2417, -0.0324], [2.3821, 0.9416, -0.5135], [2.0502, -0.2951, -0.5604], [1.3495, 1.8844, -0.7443], [0.1727, 1.3764, -0.9747], [1.6241, 3.2674, -0.7900], [0.3267, 4.3448, -1.0907], [-2.5967, 0.1084, -1.8701], [-2.0653, -0.3779, -0.5835], [-2.7198, -1.6645, -0.2439], [-2.3278, 0.6075, 0.5053], [-1.4096, 0.3071, 1.6461], [-1.7179, 0.5171, 2.9761], [-0.7678, 0.2240, 3.9512], [0.4759, -0.2783, 3.5983], [0.7898, -0.4931, 2.2639], [-0.1583, -0.2051, 1.2820], [-3.6774, 0.2640, -1.7998], [-2.3904, -0.6330, -2.6394], [-2.1097, 1.0471, -2.1294], [-3.8008, -1.5164, -0.1720], [-2.3395, -2.0251, 0.7093], [-2.5035, -2.3981, -1.0146], [-3.3847, 0.5828, 0.7874], [-2.0980, 1.5983, 0.1075], [-2.6900, 0.9018, 3.2619], [-1.0051, 0.3861, 4.9948], [1.2044, -0.5025, 4.3664], [1.7599, -0.8832, 1.9837], [0.1976, -1.5706, -2.6599], [0.5073, -3.4407, -2.1712], [0.0842, -2.6337, -0.4060], [-1.3453, -3.6725, -2.3933], [0.6698, -5.1090, -1.3614], [0.8387, -3.9525, -3.9295], [2.2928, -3.0055, -1.8564]]
}


No. 7
{
  "formula": "C15H12N2O4",
  "method": "ωB97M-V/def2-TZVPD",
  "smiles": "O=C1C=CC(=O)C([C@H](/C=N/Cc2ccccc2)[N+](=O)[O-])=C1",
  "max_force_ha_per_bohr": 0.113,
  "lumo_energy_ev": -2.0,
  "relative_energy_ev": 6.047,
  "homo_ev": -9.507,
  "homo_lumo_gap_ev": 7.523,
  "symbols": ["O", "C", "C", "C", "C", "O", "C", "C", "C", "N", "C", "C", "C", "C", "C", "C", "C", "N", "O", "O", "C", "H", "H", "H", "H", "H", "H", "H", "H", "H", "H", "H", "H"],
  "xyz": [[4.3802, -1.8925, 2.6805], [4.0248, -1.4448, 1.5815], [5.1050, -0.8468, 0.7258], [4.7887, -0.5286, -0.5962], [3.4192, -0.4928, -1.0902], [3.1565, -0.0477, -2.1377], [2.2774, -0.8362, -0.1264], [0.8363, -0.8708, -0.6603], [-0.2730, -0.5856, 0.2608], [-0.0610, -0.1072, 1.4648], [-1.1809, 0.4767, 2.2649], [-1.6152, 1.7871, 1.5679], [-2.8600, 2.3613, 1.8334], [-3.3137, 3.6110, 1.3383], [-2.3902, 4.3113, 0.5623], [-1.1499, 3.7674, 0.2765], [-0.7670, 2.4872, 0.7445], [0.3627, -2.0751, -1.4247], [-0.3495, -1.9024, -2.3794], [0.7055, -3.1904, -1.0420], [2.6435, -1.2871, 1.1873], [6.0899, -0.8471, 1.1585], [5.5339, -0.1499, -1.3813], [0.8469, -0.0289, -1.3390], [-1.2609, -0.7461, -0.1788], [-0.6931, 0.6693, 3.2726], [-2.1056, -0.0738, 2.4443], [-3.4667, 1.8257, 2.6213], [-4.2407, 4.0117, 1.6584], [-2.6207, 5.3065, 0.1846], [-0.5529, 4.3885, -0.3273], [0.2410, 2.1656, 0.5230], [1.9526, -1.7527, 1.7947]]
}


> Number 2 is which compound?

C15H11N7OS2Zn